Entry 1:
87
Properties=species:S:1:pos:R:3 method="wB97M-V/def2-TZVPD" orbital_gap_ha="0.079 / 0.134" homo_energy_ev="0.062 / -4.140" lumo_ev="2.21 / -0.51" total_energy_ha=-4885.1447 total_charge=-1 multiplicity=5 s2=6.029
Rh -0.6890 0.6963 0.3406
P 0.3848 -0.9161 -0.7752
Cl -2.8173 -0.4226 0.7265
C -0.1557 0.5203 4.3178
H -0.9940 -0.0912 3.9765
H 0.4499 0.1166 5.1403
C -0.3773 -0.4574 -2.4294
C -0.0075 -2.7417 -0.3337
C -1.8921 -0.6288 -2.3896
H -0.1739 0.6281 -2.4711
C -2.5487 0.0551 -3.5861
H -2.1520 -1.6989 -2.3717
H -2.3284 -0.1953 -1.4771
C -1.9485 -0.4447 -4.9018
H -3.6305 -0.1231 -3.5527
H -2.3969 1.1400 -3.4891
C -0.4161 -0.3830 -4.9031
H -2.2624 -1.4857 -5.0555
H -2.3476 0.1429 -5.7348
C 0.1973 -1.0920 -3.6930
H -0.0132 -0.8161 -5.8250
H -0.1065 0.6713 -4.8769
H -0.0459 -2.1655 -3.7098
H 1.2896 -1.0094 -3.7268
C 2.2624 -1.0790 -1.1213
C -0.2224 -3.7338 -1.4899
H 0.9126 -3.0233 0.2123
C -0.3458 -5.1614 -0.9298
H -1.1434 -3.4708 -2.0341
H 0.5890 -3.7060 -2.2312
C -1.4978 -5.3153 0.0709
H -0.4573 -5.8773 -1.7524
H 0.5911 -5.4055 -0.4099
C -1.4026 -4.2749 1.1878
H -2.4550 -5.1900 -0.4539
H -1.5011 -6.3256 0.4965
C -1.1858 -2.8739 0.6167
H -2.3268 -4.2661 1.7775
H -0.5864 -4.5291 1.8772
H -2.0929 -2.6223 0.0508
H -1.1347 -2.1419 1.4294
C 2.8786 0.1197 -1.8518
H 2.6317 -1.0819 -0.0795
C 4.4094 0.0367 -1.9283
H 2.4888 0.1653 -2.8790
H 2.5872 1.0518 -1.3590
C 4.9064 -1.2771 -2.5369
H 4.7922 0.8837 -2.5086
H 4.8136 0.1289 -0.9116
C 4.2670 -2.4901 -1.8571
H 4.6752 -1.2981 -3.6108
H 5.9970 -1.3400 -2.4500
C 2.7407 -2.3872 -1.7899
H 4.5486 -3.4101 -2.3838
H 4.6555 -2.5767 -0.8333
H 2.3478 -2.4369 -2.8173
H 2.3606 -3.2712 -1.2649
C 0.5818 1.9408 -0.1522
C 0.0354 1.7382 3.7978
H 0.9064 1.8694 -1.2184
C 1.2321 2.6254 3.9365
H -0.7639 2.2028 3.2179
C 1.2120 3.8102 2.9362
H 1.2283 3.0518 4.9598
H 2.1622 2.0402 3.8352
C 1.8126 3.5349 1.5490
H 0.1827 4.1768 2.8375
H 1.7864 4.6253 3.4006
C 0.8039 3.3291 0.3905
H 2.3875 4.4413 1.2973
H 2.5336 2.7138 1.6039
H -0.1750 3.7686 0.6425
H 1.2092 3.8866 -0.4791
Br -4.0988 0.7643 3.4137
C -3.4903 2.4792 3.8430
C -3.5537 2.8887 5.1736
C -3.1288 4.1557 5.5502
C -2.6059 5.0061 4.5738
C -2.5112 4.6026 3.2387
C -2.9345 3.3235 2.8666
C -2.6040 2.8216 1.4668
O -3.2081 3.2347 0.4812
O -1.6408 1.9510 1.5389
H -3.9166 2.1786 5.9125
H -3.2079 4.4620 6.5999
H -2.2582 5.9880 4.8693
H -2.0977 5.2686 2.4822

Entry 2:
5
Properties=species:S:1:pos:R:3 method="wB97M-V/def2-TZVPD" smiles=C orbital_gap_ha=0.524 homo_energy_ev=-12.947 lumo_ev=1.32 total_energy_ha=-40.4851 total_charge=0
C 0.0021 -0.0120 -0.0108
H -0.6033 -0.5805 -0.6601
H 1.0705 -0.3942 0.0893
H -0.5242 -0.0444 0.9180
H 0.0446 1.0909 -0.2823

Entry 3:
47
Properties=species:S:1:pos:R:3 method="wB97M-V/def2-TZVPD" orbital_gap_ha="0.325 / 0.202" homo_energy_ev="-12.978 / -12.977" lumo_ev="-4.13 / -7.47" total_energy_ha=-1070.0952 total_charge=+1 multiplicity=2 s2=0.760
C -0.1760 0.1997 2.8389
O -1.3113 0.5766 2.0951
C 1.1075 0.1067 1.9798
C 0.9313 0.6369 0.5378
C 2.2319 0.5136 -0.1470
C 3.2881 1.4208 0.0126
N 2.3948 -0.5845 -0.8994
N 1.6749 -1.2493 2.0672
H -0.0196 1.0581 3.5162
H -0.4131 -0.6811 3.4305
H -1.3805 1.4535 1.6983
H 1.8315 0.7540 2.4985
H 0.1803 0.1168 -0.0690
H 0.5156 1.6231 0.7294
H 4.3194 1.1541 -0.1924
H 3.1379 2.3159 0.6055
H 3.2676 -0.5643 -1.4172
H 1.5902 -0.8842 -1.4465
H 2.2699 -1.4022 1.2744
H 1.9516 -1.6433 2.9469
H 0.5056 4.0630 0.5002
H 0.6138 3.5734 -0.9960
O 0.0146 3.7526 -0.2615
H 0.3049 -2.1783 0.8116
H -1.0228 -2.5728 0.3665
O -0.0892 -2.7071 0.0942
H -2.5194 -3.7548 -0.3186
H -3.1590 -3.0144 0.7787
O -2.5840 -3.7957 0.6439
H 1.7094 -3.0494 -2.3928
H 0.5783 -2.5047 -1.4584
O 0.9977 -2.4009 -2.3564
H -1.0491 -2.0708 -2.8080
H -0.4805 -0.8095 -2.1873
O -1.2234 -1.1394 -2.6582
H -3.0921 3.2492 0.0043
H -1.5323 2.9886 0.1944
O -2.4329 2.7034 0.4361
H 2.5710 1.9048 -2.2818
H 1.1326 1.4618 -2.8536
O 1.6330 2.0769 -2.3093
H -2.7153 1.1295 -1.1782
H -2.9466 -0.0763 -2.0679
O -3.4196 0.5969 -1.5635
H -2.8479 -0.6967 1.3730
H -3.2851 -0.4996 -0.1252
O -3.0533 -1.1507 0.5545

Entry 4:
20
Properties=species:S:1:pos:R:3 method="wB97M-V/def2-TZVPD" smiles="C/C=C/CCN.O" orbital_gap_ha=0.338 homo_energy_ev=-8.608 lumo_ev=0.60 total_energy_ha=-328.2719 total_charge=0
C 1.2424 0.8435 -2.5143
C 0.9453 0.6620 -1.0515
C 1.5588 -0.1714 -0.2272
C 1.3200 -0.3280 1.2558
C -0.1545 -0.2918 1.6289
N -0.7948 -1.4972 1.1467
H 0.3439 0.5904 -3.0721
H 1.5158 1.8681 -2.7535
H 2.0193 0.1682 -2.8741
H 0.1211 1.2854 -0.6968
H 2.4438 -0.6739 -0.6206
H 1.9063 0.4321 1.7778
H 1.6955 -1.3159 1.5419
H -0.2437 -0.2713 2.7145
H -0.6138 0.6269 1.2407
H -1.7782 -1.5363 1.3558
H -0.6438 -1.6276 0.1585
O -2.9731 0.6090 -0.0632
H -3.8849 0.8873 0.0892
H -2.7996 0.8401 -0.9824

Entry 5:
7
Properties=species:S:1:pos:R:3 method="wB97M-V/def2-TZVPD" smiles=SOCI orbital_gap_ha=0.343 homo_energy_ev=-9.085 lumo_ev=0.24 total_energy_ha=-810.9528 total_charge=0
S -0.3284 0.8405 -1.6541
O -0.4932 0.6356 -0.0395
C 0.4654 -0.0565 0.8224
I 0.5454 -2.1816 0.3487
H -1.5989 0.3162 -1.9634
H 1.4537 0.4790 0.6010
H -0.0439 -0.0331 1.8850

Entry 6:
184
Properties=species:S:1:pos:R:3 method="wB97M-V/def2-TZVPD" smiles=COC[C@H](C)N.COC[C@H](C)N.COC[C@H](C)N.COC[C@H](C)N.COC[C@H](C)N.COC[C@H](C)N.COC[C@H](C)N.COC[C@H](C)N.COCCNCCOC.CC(C)O.CC(C)O orbital_gap_ha=0.331 homo_energy_ev=-8.669 lumo_ev=0.33 total_energy_ha=-3142.9820 total_charge=0
C -6.1605 -1.7441 13.1047
O -6.8328 -1.2100 11.9642
C -6.4790 -1.8459 10.8114
C -6.1974 -0.7476 9.7589
C -7.5138 -0.1266 9.2346
N -5.6763 -1.4537 8.5310
H -6.4030 -1.0044 13.8677
H -5.0730 -1.7536 13.0317
H -6.5838 -2.7077 13.3881
H -5.5902 -2.4767 10.7962
H -7.3349 -2.4077 10.4375
H -5.4463 -0.0254 10.0788
H -7.1354 0.5126 8.4369
H -8.1627 0.5363 9.8070
H -8.1292 -0.8893 8.7575
H -6.3547 -2.1628 8.2922
H -5.6943 -0.8315 7.7356
C 8.6253 -4.2587 -5.8566
O 7.2589 -3.9095 -5.5131
C 6.2444 -4.9137 -5.7674
C 6.3898 -6.2206 -4.7961
C 5.2505 -7.2083 -5.1380
N 6.4281 -5.7795 -3.4450
H 9.3846 -3.6088 -5.4216
H 8.8039 -4.2753 -6.9317
H 8.9093 -5.2892 -5.6432
H 5.2852 -4.4490 -5.5392
H 6.2838 -5.1564 -6.8293
H 7.3858 -6.6437 -4.9269
H 5.4964 -8.2101 -4.7858
H 5.1474 -7.3131 -6.2181
H 4.3166 -6.9796 -4.6247
H 6.8740 -6.4443 -2.8290
H 6.9877 -4.9421 -3.3697
C -12.4449 4.4116 6.6059
O -11.3541 4.6261 5.7732
C -11.5175 4.0660 4.4333
C -10.4663 4.5314 3.4433
C -11.1138 4.9212 2.1097
N -9.4365 3.5243 3.2164
H -13.2848 4.8590 6.0744
H -12.3445 4.9343 7.5571
H -12.6140 3.3425 6.7339
H -11.5060 2.9761 4.4350
H -12.5145 4.3486 4.0955
H -10.0165 5.3879 3.9454
H -11.7317 4.1719 1.6149
H -10.4064 4.9970 1.2839
H -11.7683 5.7928 2.1116
H -8.7184 4.1764 2.9350
H -9.6877 2.9919 2.3957
C 7.6064 4.2072 -6.3331
O 8.9010 4.7558 -6.3152
C 8.9709 6.1240 -5.8989
C 10.4186 6.5799 -5.9346
C 10.7506 8.0741 -6.3704
N 11.2354 5.8157 -6.8621
H 7.5184 3.3453 -6.9944
H 6.9085 4.9174 -6.7765
H 7.1694 3.8042 -5.4195
H 8.4182 6.6394 -6.6844
H 8.4561 6.3250 -4.9594
H 10.8299 6.3542 -4.9508
H 9.9947 8.6751 -5.8649
H 10.6856 8.3393 -7.4257
H 11.7615 8.2621 -6.0085
H 11.1886 6.1151 -7.8256
H 10.7755 4.9261 -6.9931
C -2.5301 -9.0571 -7.5204
O -2.1810 -7.7851 -7.9883
C -2.5088 -6.6826 -7.1935
C -1.9263 -5.5287 -7.8952
C -0.3822 -5.6096 -8.0560
N -2.0681 -4.2027 -7.1820
H -2.3586 -9.7885 -8.3101
H -3.5559 -9.0196 -7.1538
H -1.8967 -9.2914 -6.6648
H -3.5930 -6.5705 -7.1958
H -2.1239 -6.7092 -6.1741
H -2.4089 -5.5465 -8.8724
H 0.1160 -4.6930 -8.3717
H -0.2383 -6.3599 -8.8335
H 0.0291 -6.1695 -7.2161
H -3.0348 -4.1728 -6.8908
H -1.5632 -4.0925 -6.3143
C 5.5440 3.0154 4.5088
O 6.2656 3.7305 5.4059
C 7.5149 4.2975 4.8694
C 8.1818 5.2201 5.9545
C 8.7644 4.5333 7.2003
N 7.0980 6.1350 6.2752
H 4.7189 2.6581 5.1249
H 6.0810 2.1109 4.2231
H 5.3452 3.5222 3.5645
H 8.1603 3.4394 4.6818
H 7.3069 4.8843 3.9747
H 9.0091 5.7028 5.4343
H 9.5025 3.7383 7.0944
H 7.9604 4.0747 7.7759
H 9.2411 5.2096 7.9099
H 6.1745 5.7425 6.3902
H 7.2039 6.6663 7.1276
C -1.3785 1.5657 1.5190
O -0.3481 0.9894 0.7482
C -0.7390 -0.0402 -0.1674
C 0.4324 -0.5735 -0.9925
C 0.7392 0.2979 -2.2348
N 0.1819 -1.8944 -1.4108
H -1.8890 2.2743 0.8668
H -1.0767 1.8158 2.5361
H -2.2100 0.8697 1.6295
H -1.0322 -0.8007 0.5562
H -1.6183 0.2888 -0.7213
H 1.2851 -0.4899 -0.3186
H -0.2075 0.1999 -2.7660
H 1.5057 -0.0646 -2.9197
H 1.1511 1.2783 -1.9953
H 1.0115 -2.2104 -1.8925
H 0.0629 -2.5565 -0.6575
C 0.3524 2.4829 -10.9329
O 0.3201 3.7776 -11.4241
C -0.8766 4.5487 -11.1389
C -0.6523 5.4387 -9.9011
C -0.4547 4.7639 -8.4815
N -1.6884 6.4360 -9.6952
H 0.1082 2.3900 -9.8747
H 1.3906 2.1519 -10.9603
H -0.1398 1.8846 -11.6997
H -1.0346 5.1616 -12.0263
H -1.7564 3.9090 -11.0694
H 0.3118 5.8808 -10.1522
H -1.1259 3.9321 -8.2679
H -0.5394 5.4346 -7.6265
H 0.5365 4.3590 -8.2775
H -2.1621 6.6968 -10.5482
H -1.0649 7.2191 -9.5610
C -1.2895 -5.0683 2.8040
O -1.0623 -5.5225 1.5299
C -0.9758 -6.9457 1.2307
C -2.0591 -7.4536 0.2007
N -3.3456 -7.5116 0.7880
C -4.4058 -7.2221 -0.1688
C -4.4478 -5.6646 -0.5680
O -5.3455 -4.9012 0.2264
C -4.8636 -4.0961 1.2565
H -1.6586 -5.9167 3.3803
H -1.9706 -4.2280 2.9382
H -0.3851 -4.6820 3.2742
H -0.9219 -7.5493 2.1367
H 0.0620 -6.9451 0.8977
H -1.7986 -8.4555 -0.1405
H -2.0430 -6.9153 -0.7470
H -3.4457 -6.8207 1.5179
H -5.3575 -7.6188 0.1847
H -4.2606 -7.7311 -1.1217
H -4.8118 -5.6097 -1.5940
H -3.4574 -5.2095 -0.5789
H -5.6986 -3.9665 1.9450
H -4.3909 -3.1554 0.9742
H -4.1506 -4.6627 1.8554
C -5.4074 7.0291 6.9383
C -4.0626 7.3612 6.3929
C -3.8211 7.6563 4.8938
O -3.3129 8.1875 7.2830
H -5.9223 6.2598 6.3628
H -6.1196 7.8542 6.9323
H -5.2243 6.8494 7.9977
H -3.5580 6.4057 6.5362
H -3.7525 8.7354 4.7563
H -4.5968 7.2251 4.2610
H -2.8733 7.2404 4.5519
H -3.2570 7.7089 8.1133
C 5.7421 -2.9126 6.1106
C 5.6137 -4.3189 5.4050
C 5.6779 -4.1820 3.8987
O 6.7294 -4.8667 5.8377
H 6.7093 -2.4294 5.9727
H 5.5414 -2.9417 7.1815
H 4.9711 -2.2507 5.7160
H 4.8449 -5.0527 5.6471
H 5.7814 -5.1125 3.3406
H 6.4372 -3.4447 3.6381
H 4.7913 -3.7720 3.4150
H 6.9411 -5.5750 5.2252

Entry 7:
9
Properties=species:S:1:pos:R:3 method="wB97M-V/def2-TZVPD" smiles="C=CF.C#N" orbital_gap_ha=0.394 homo_energy_ev=-9.713 lumo_ev=1.00 total_energy_ha=-271.2537 total_charge=0
C 1.3609 -0.5109 -0.4772
C 1.2409 0.5252 0.3376
F 1.5130 1.7421 -0.1495
H 1.0920 -1.3582 0.0132
H 1.5003 -0.5519 -1.5298
H 0.9957 0.4276 1.3248
C -2.5087 -0.1890 0.1103
N -1.9187 0.1497 1.0185
H -3.2755 -0.2347 -0.6480

Entry 8:
17
Properties=species:S:1:pos:R:3 method="wB97M-V/def2-TZVPD" smiles="CC(C)=C(C)N" orbital_gap_ha=0.302 homo_energy_ev=-7.209 lumo_ev=1.00 total_energy_ha=-251.7806 total_charge=0
C 0.9299 -0.8548 -1.5498
C -0.0579 -0.0849 -0.6650
C -0.6311 1.1515 -1.2139
C -0.2469 -0.4458 0.7079
C -0.3435 0.7018 1.6246
N 0.0036 -1.6990 1.3972
H 1.1311 -1.8348 -0.9718
H 0.3732 -0.9083 -2.4964
H 1.8859 -0.2991 -1.6732
H -0.7511 1.1301 -2.3434
H -1.5299 1.4175 -0.6842
H -0.0734 2.1578 -1.0165
H -0.1071 0.8461 2.6977
H -1.4248 0.9548 1.5783
H 0.0962 1.5629 1.1084
H 0.8024 -2.2444 1.1008
H -0.0567 -1.5515 2.3992

In order of appearance, energy relative to the best compared isomer or geometry (same formula, charge and spin) = 171.9 15.5 120.4 123.2 89.7 774.3 130.0 215.0 kJ/mol.